{
  "formula": "CH7N4S",
  "method": "the ωB97M-V functional and the def2-TZVPD basis",
  "species": ["N", "N", "C", "N", "N", "S", "H", "H", "H", "H", "H", "H", "H"],
  "positions_angstrom": [[0.26301, -1.65022, 1.37081], [-0.59091, -1.03412, 0.45791], [-0.13878, 0.36208, 0.09025], [1.16801, 0.81288, 0.06374], [-1.19448, 1.39628, -0.35366], [-1.32245, 1.13325, -2.11082], [-0.28617, -1.64733, 2.28176], [0.34812, -2.68927, 1.15582], [-0.76656, -1.63781, -0.37640], [1.44496, 1.50476, 0.82203], [1.87531, 0.59018, -0.67392], [-0.71030, 2.33497, -0.22033], [-0.08975, 0.52435, -2.50720]],
  "charge": 1,
  "homo_ev": -13.88,
  "orbital_gap_ev": 7.559
}

{
  "formula": "C50H39Cl5NNiOP2",
  "method": "the ωB97M-V functional and the def2-TZVPD basis",
  "species": ["Ni", "C", "P", "C", "C", "C", "C", "C", "C", "C", "C", "C", "C", "C", "C", "C", "C", "C", "C", "C", "P", "C", "C", "C", "C", "C", "C", "C", "C", "C", "C", "C", "C", "N", "H", "H", "H", "H", "H", "H", "H", "H", "H", "H", "H", "H", "H", "H", "H", "H", "H", "H", "H", "H", "H", "H", "H", "H", "H", "H", "C", "C", "C", "C", "C", "C", "H", "H", "H", "H", "H", "Cl", "C", "C", "C", "Cl", "C", "Cl", "C", "Cl", "C", "Cl", "C", "C", "O", "C", "C", "C", "C", "C", "C", "H", "H", "H", "H", "H", "H", "H", "H"],
  "positions_angstrom": [[-0.55018, 0.31572, -0.64509], [-0.36632, -3.61177, -1.06660], [1.09824, -3.24476, 0.03052], [1.91589, -4.86810, -0.34949], [2.59258, -4.98093, -1.56610], [3.18909, -6.17394, -1.94531], [3.11800, -7.28393, -1.11241], [2.44748, -7.18692, 0.09711], [1.85363, -5.98807, 0.47650], [0.47228, -3.57076, 1.71925], [1.35608, -3.42486, 2.79069], [0.92878, -3.61625, 4.09605], [-0.39899, -3.94140, 4.35256], [-1.29036, -4.05663, 3.29682], [-0.86322, -3.86864, 1.98572], [-1.61846, -2.77881, -1.00551], [-2.84704, -3.41461, -1.06088], [-3.83938, -2.42383, -1.05626], [-3.17312, -1.22312, -1.01044], [-3.83122, 0.12062, -1.00341], [-2.55262, 1.41076, -0.89018], [-3.54722, 2.77097, -0.16189], [-4.43576, 3.53902, -0.91169], [-5.22663, 4.50013, -0.29820], [-5.13827, 4.70913, 1.07212], [-4.26291, 3.94480, 1.82913], [-3.47444, 2.98272, 1.21361], [-2.34316, 1.94897, -2.62584], [-2.00062, 3.26140, -2.94551], [-1.66881, 3.60273, -4.24883], [-1.65662, 2.63529, -5.24344], [-1.98509, 1.32257, -4.93176], [-2.32446, 0.97992, -3.63089], [-1.79891, -1.39238, -0.99349], [-0.64867, -4.64406, -0.85520], [0.08020, -3.59579, -2.06584], [2.66037, -4.11896, -2.22178], [3.71664, -6.23723, -2.88951], [3.58319, -8.21649, -1.40898], [2.38202, -8.05067, 0.74832], [1.34381, -5.92813, 1.43032], [2.38388, -3.14201, 2.59616], [1.62855, -3.49419, 4.91452], [-0.73589, -4.09276, 5.37132], [-2.33051, -4.29110, 3.49249], [-1.58069, -3.93507, 1.17875], [-2.99668, -4.48571, -1.09840], [-4.91182, -2.55978, -1.07962], [-4.47967, 0.23430, -0.13158], [-4.44568, 0.28743, -1.89271], [-4.51121, 3.38210, -1.98081], [-5.91755, 5.08752, -0.89032], [-5.75419, 5.46322, 1.54616], [-4.19067, 4.10193, 2.89818], [-2.79471, 2.37767, 1.80357], [-1.97061, 4.01716, -2.16901], [-1.39231, 4.62388, -4.48199], [-1.37953, 2.90154, -6.25632], [-1.95786, 0.55721, -5.69772], [-2.54736, -0.05261, -3.37996], [1.11749, 4.86944, -0.34517], [1.36458, 4.09604, -1.47121], [0.86797, 2.79733, -1.55754], [0.15324, 2.19543, -0.51565], [-0.10378, 3.01654, 0.58474], [0.36037, 4.32386, 0.68252], [1.49740, 5.88258, -0.27577], [1.93630, 4.50094, -2.30103], [1.03903, 2.26862, -2.48323], [-0.68287, 2.62986, 1.42019], [0.13215, 4.91551, 1.56360], [5.12910, -0.39031, 0.98129], [4.37024, 0.13750, -0.51256], [3.07924, -0.23603, -0.79539], [2.57169, 0.12732, -2.00765], [0.90148, -0.29483, -2.42932], [3.31254, 0.83338, -2.95594], [2.69863, 1.14094, -4.55311], [4.58742, 1.27714, -2.61669], [5.50774, 2.21978, -3.73558], [5.11924, 0.94227, -1.37082], [6.68803, 1.53650, -0.92670], [-0.83429, 0.24662, 3.33269], [0.32426, 0.45445, 2.38666], [0.26374, -0.01933, 1.26782], [1.51469, 1.20585, 2.84855], [1.63092, 1.69079, 4.15036], [2.74010, 2.43229, 4.52539], [3.74744, 2.69670, 3.60539], [3.64155, 2.21046, 2.30781], [2.53374, 1.47039, 1.93697], [-1.65520, -0.20212, 2.77538], [-1.16391, 1.18571, 3.78182], [-0.54106, -0.43183, 4.13770], [0.85334, 1.49619, 4.87938], [2.81991, 2.80750, 5.53837], [4.61281, 3.27676, 3.90016], [4.41998, 2.41048, 1.58158], [2.43348, 1.09479, 0.92807]],
  "charge": -1,
  "homo_ev": [-4.35, -4.35],
  "orbital_gap_ev": [6.606, 6.605]
}

{
  "formula": "C14H36BrO14PbS4",
  "method": "the ωB97M-V functional and the def2-TZVPD basis",
  "species": ["Pb", "Br", "O", "C", "C", "O", "H", "H", "H", "H", "O", "S", "O", "O", "C", "C", "C", "H", "H", "H", "H", "H", "H", "H", "H", "O", "S", "O", "O", "C", "C", "C", "H", "H", "H", "H", "H", "H", "H", "H", "O", "S", "O", "O", "C", "C", "C", "H", "H", "H", "H", "H", "H", "H", "H", "O", "S", "O", "O", "C", "C", "C", "H", "H", "H", "H", "H", "H", "H", "H"],
  "positions_angstrom": [[-2.13500, 2.07648, -1.24821], [-3.90090, 0.55157, -5.99590], [-5.69606, 4.60275, 0.71463], [-5.68559, 5.96605, 1.17025], [-4.33080, 6.79606, 1.43139], [-3.12292, 6.21148, 0.92414], [-6.33833, 6.09597, 2.03348], [-6.31761, 6.44343, 0.42141], [-4.23885, 6.96420, 2.50441], [-4.45968, 7.82850, 1.10653], [4.47475, 2.41329, 3.46533], [3.53541, 1.34944, 3.87620], [2.75594, 0.69425, 2.84439], [4.36191, 0.18478, 4.62624], [3.63488, -1.02035, 5.07093], [4.61254, -1.92580, 5.68765], [2.45689, 1.95679, 5.23623], [3.13175, -1.43649, 4.19813], [2.90139, -0.83973, 5.85673], [5.21923, -2.44973, 4.94907], [4.17220, -2.64155, 6.38184], [5.25304, -1.32008, 6.32870], [1.82540, 1.11702, 5.52625], [1.95827, 2.82858, 4.81263], [3.07542, 2.10325, 6.12171], [-0.07574, -3.52440, -2.02361], [1.22261, -4.15441, -2.38920], [2.15412, -4.67600, -1.37573], [0.88919, -5.39243, -3.39184], [0.40620, -6.67720, -2.88399], [-1.14728, -6.73530, -2.69962], [2.06394, -3.23846, -3.63827], [0.94038, -6.99617, -1.98900], [0.75576, -7.44279, -3.57665], [-1.46698, -6.10832, -1.86729], [-1.48931, -7.76904, -2.64966], [-1.70725, -6.31833, -3.53669], [1.47067, -3.04030, -4.53094], [2.84217, -3.97151, -3.85065], [2.53131, -2.39508, -3.12999], [2.35717, 5.97052, -7.15032], [2.87726, 4.86550, -6.33908], [2.07597, 4.15760, -5.39087], [3.50239, 3.75669, -7.43087], [2.59143, 3.20364, -8.43324], [2.79722, 3.98530, -9.78239], [4.43219, 5.38544, -5.58147], [1.55267, 3.20121, -8.10299], [2.88996, 2.21020, -8.76798], [3.81035, 4.36938, -9.90136], [2.33005, 4.95550, -9.61341], [2.34352, 3.44889, -10.61576], [4.90931, 4.49931, -5.16287], [4.25702, 6.08429, -4.76353], [5.13188, 5.65432, -6.37282], [-3.56035, -1.50449, 3.81156], [-4.54082, -2.56939, 3.76730], [-4.98415, -3.03487, 2.40552], [-4.21353, -3.83503, 4.80417], [-3.15725, -3.86944, 5.66972], [-3.26360, -2.76511, 6.77724], [-6.16386, -2.10920, 4.63138], [-2.20693, -3.71502, 5.15868], [-3.01523, -4.83779, 6.14952], [-2.34554, -2.76539, 7.36484], [-4.02048, -3.19656, 7.43227], [-3.53478, -1.75718, 6.46316], [-6.23957, -1.03319, 4.47467], [-6.10267, -2.21963, 5.71405], [-7.04262, -2.64590, 4.27384]],
  "charge": -1,
  "homo_ev": -3.85,
  "orbital_gap_ev": 3.062
}

{
  "formula": "C25H47N3O2PdSb",
  "method": "the ωB97M-V functional and the def2-TZVPD basis",
  "species": ["Pd", "C", "C", "N", "O", "C", "C", "N", "O", "H", "H", "H", "H", "H", "H", "H", "C", "N", "C", "C", "C", "C", "C", "C", "C", "C", "H", "H", "H", "H", "H", "H", "H", "H", "H", "H", "H", "H", "H", "C", "C", "C", "C", "Sb", "C", "C", "C", "C", "C", "C", "C", "C", "H", "H", "H", "H", "H", "H", "H", "H", "H", "H", "H", "H", "H", "H", "H", "H", "H", "H", "H", "H", "H", "H", "H", "H", "H", "H", "H"],
  "positions_angstrom": [[0.33806, 0.09365, 0.11994], [3.15045, -3.63069, -0.94525], [2.74873, -2.21925, -0.60483], [2.20370, -1.90045, 0.51381], [1.99851, -3.04769, 1.36721], [3.01843, -1.17604, -1.58958], [3.91445, -1.44253, -2.76491], [2.44802, -0.00384, -1.40463], [2.69395, 0.93348, -2.24189], [2.58434, -4.35286, -0.36451], [4.21276, -3.77706, -0.73247], [2.99929, -3.81551, -2.00719], [1.85592, -2.60163, 2.20607], [4.83489, -1.96025, -2.47877], [4.16457, -0.47454, -3.20048], [3.42759, -2.04178, -3.54391], [-2.70829, -1.40916, 3.13898], [-2.35586, -2.01576, 1.83883], [-0.90343, -2.37160, 1.80613], [-2.74939, -1.07457, 0.69265], [-2.26102, -1.56860, -0.62603], [-3.06587, -2.44619, -1.36204], [-2.62056, -2.93656, -2.57760], [-1.36496, -2.52929, -3.03009], [-0.58462, -1.66140, -2.27894], [-0.98537, -1.12532, -1.03335], [-2.53021, -2.12464, 3.93941], [-3.75352, -1.10667, 3.12503], [-2.07529, -0.53439, 3.27496], [-2.89623, -2.86916, 1.70371], [-0.35198, -1.42587, 1.63761], [-0.70864, -3.00470, 0.94744], [-0.65920, -2.88014, 2.73851], [-2.22946, -0.13172, 0.90819], [-3.83802, -0.98944, 0.76671], [-4.05022, -2.73136, -0.99194], [-3.23507, -3.60769, -3.16557], [-0.99946, -2.89423, -3.98488], [0.38817, -1.37693, -2.66761], [0.34855, 1.41691, 4.20105], [-0.11067, 2.58183, 3.32655], [-1.61354, 2.45232, 3.10559], [0.16078, 3.89476, 4.05110], [0.87633, 2.19216, 1.35373], [3.03191, 2.42728, 1.84886], [3.40606, 3.41565, 2.94574], [3.75084, 2.80865, 0.55749], [3.48103, 1.01935, 2.24057], [0.40399, 3.95757, 0.11287], [0.78239, 5.31640, 0.69216], [-1.09991, 3.89406, -0.15347], [1.11684, 3.74526, -1.22490], [-0.23117, 1.39197, 5.13566], [1.40170, 1.50025, 4.46783], [0.21777, 0.46189, 3.68175], [-2.12244, 2.30014, 4.07051], [-1.84720, 1.61321, 2.44482], [-2.03477, 3.34999, 2.65539], [-0.41257, 3.92455, 4.98908], [-0.14582, 4.75767, 3.45911], [1.21145, 4.01919, 4.30677], [3.01933, 4.41914, 2.75714], [4.50054, 3.48940, 3.00819], [3.05081, 3.09086, 3.92627], [3.60166, 3.86473, 0.31952], [3.43413, 2.20677, -0.29759], [4.83043, 2.65162, 0.69107], [2.99242, 0.67009, 3.15310], [4.56496, 1.02166, 2.42196], [3.25791, 0.29674, 1.45325], [0.18921, 5.56813, 1.57264], [0.60386, 6.10080, -0.05547], [1.83892, 5.36109, 0.96773], [-1.69454, 4.06952, 0.74377], [-1.37734, 2.91685, -0.56361], [-1.36755, 4.66687, -0.88529], [2.17033, 4.01336, -1.17483], [0.64751, 4.39047, -1.97967], [1.07018, 2.71262, -1.58089]],
  "charge": -1,
  "homo_ev": -2.46,
  "orbital_gap_ev": 4.570
}

Sequential energy above the lowest of the compared OMol25 structures with the same formula, charge and spin output: 366.1 288.0 776.7 57.4 kJ/mol
Sequential M output: 107.162 967.774 843.800 649.850 g mol⁻¹